w.
This record from the Open Molecules 2025 dataset describes one molecule with the formula C5H3NO. The level of theory is ωB97M-V/def2-TZVPD.

```
10
Properties=species:S:1:pos:R:3:lowdin_charge:R:1
O 1.106 -0.318 -1.622 -0.010
N 2.019 -0.089 -0.598 0.085
C -0.065 0.176 -1.265 -0.082
C -1.125 0.165 0.778 -0.107
C -1.837 -0.666 1.286 0.121
C -0.031 0.664 0.005 -0.220
C 1.358 0.512 0.347 -0.089
H 1.911 0.847 1.219 0.126
H -0.902 0.096 -1.944 0.148
H -2.434 -1.387 1.793 0.027
```

Calculated values
LUMO (eV): 0.87
Frontier orbital gap (eV): 10.02
HOMO (eV): -9.149

x.
This record from the Open Molecules 2025 dataset describes one molecule with the formula C5H3NO. The level of theory is ωB97M-V/def2-TZVPD.

```
10
Properties=species:S:1:pos:R:3:lowdin_charge:R:1
O 0.533 -1.761 -0.705 0.173
N -3.033 -1.687 -0.324 0.109
C 1.162 0.815 0.195 -0.099
C -0.369 0.407 0.190 -0.111
C -0.262 -0.957 -0.328 -0.363
C 2.272 1.275 0.262 0.109
C -1.930 -1.322 -0.303 -0.124
H 3.231 1.742 0.298 0.031
H -0.885 1.066 -0.508 0.137
H -0.719 0.422 1.222 0.137
```

Calculated values
LUMO (eV): -0.29
Frontier orbital gap (eV): 10.72
HOMO (eV): -11.002

y.
This record from the Open Molecules 2025 dataset describes one molecule with the formula C5H3NO. The level of theory is ωB97M-V/def2-TZVPD.

```
10
Properties=species:S:1:pos:R:3:lowdin_charge:R:1
O -1.615 -0.507 1.305 0.146
N -1.272 2.521 -0.220 0.191
C 2.009 -0.129 -0.999 0.197
C -1.121 1.409 0.059 -0.109
C 1.412 -0.156 0.168 -0.213
C 0.073 -0.761 -0.355 -0.186
C -0.977 -0.023 0.411 -0.430
H 1.657 0.095 1.235 0.138
H -0.018 -1.836 -0.161 0.129
H -0.147 -0.613 -1.444 0.137
```

Calculated values
LUMO (eV): -0.87
Frontier orbital gap (eV): 10.15
HOMO (eV): -11.028

z.
This record from the Open Molecules 2025 dataset describes one molecule with the formula C5H3NO. The level of theory is ωB97M-V/def2-TZVPD.

```
10
Properties=species:S:1:pos:R:3:lowdin_charge:R:1
O 0.940 2.033 0.388 -0.039
N 0.085 1.777 1.466 0.083
C -0.261 -1.206 -0.548 -0.100
C -0.500 0.634 1.172 -0.084
C -0.482 -2.321 -0.936 0.133
C 0.001 0.085 -0.042 -0.255
C 0.856 1.030 -0.503 -0.051
H -1.330 0.212 1.767 0.138
H -0.685 -3.297 -1.298 0.026
H 1.376 1.053 -1.465 0.149
```

Calculated values
LUMO (eV): 0.90
Frontier orbital gap (eV): 10.37
HOMO (eV): -9.471

Which one sits at the top of the stability order? z does.

w.
This record from the Open Molecules 2025 dataset describes one molecule with the formula C5H3NO. The level of theory is ωB97M-V/def2-TZVPD.

```
10
Properties=species:S:1:pos:R:3:lowdin_charge:R:1
O -0.076 -0.671 1.529 0.026
N -1.654 1.586 -2.233 0.148
C 1.002 -0.279 -0.392 -0.008
C -0.851 0.142 0.793 -0.060
C 1.044 -0.923 0.796 -0.099
C -0.970 1.087 -1.442 -0.174
C -0.267 0.400 -0.408 -0.224
H -1.761 0.528 1.227 0.145
H 1.773 -1.581 1.247 0.128
H 1.784 -0.257 -1.138 0.118
```

Calculated values
LUMO (eV): 0.79
Frontier orbital gap (eV): 10.44
HOMO (eV): -9.656

x.
This record from the Open Molecules 2025 dataset describes one molecule with the formula C5H3NO. The level of theory is ωB97M-V/def2-TZVPD.

```
10
Properties=species:S:1:pos:R:3:lowdin_charge:R:1
O -1.280 1.215 0.162 -0.002
N 3.065 -0.674 -0.126 0.151
C -0.484 -0.892 -0.060 -0.043
C 1.964 -0.329 -0.040 -0.180
C 0.072 1.270 0.206 -0.060
C 0.596 0.030 0.043 -0.248
C -1.632 -0.202 -0.011 -0.029
H -0.388 -1.959 -0.169 0.122
H -2.581 -0.631 -0.395 0.136
H 0.668 2.172 0.391 0.151
```

Calculated values
LUMO (eV): 0.76
Frontier orbital gap (eV): 10.43
HOMO (eV): -9.669

Which one sits at the top of the stability order? w does.